Entry 1:
Molecular formula: C29H30AsBiBr2N2O4S4
Method: DFT, wB97M-V/def2-TZVPD

Geometry as XYZ:
```
73
Properties=species:S:1:pos:R:3:lowdin_charge:R:1
Bi 1.088 -0.301 -1.580 1.2698
C -2.074 0.208 6.285 -0.0540
C -1.133 -0.905 5.801 -0.5628
C 0.191 -0.787 6.564 -0.0746
C -1.741 -2.273 6.141 -0.0577
C -0.956 -0.776 4.296 -0.2065
C 0.250 -0.448 3.704 -0.1082
C 0.340 -0.296 2.335 -0.5210
Br 2.061 0.213 1.649 0.7671
C -0.749 -0.444 1.452 -0.4089
O -0.668 -0.257 0.181 -0.3312
C -1.992 -0.785 2.082 -0.0905
C -2.052 -0.939 3.449 -0.0068
C -3.239 -0.927 1.214 -0.5237
C -4.512 -1.241 2.009 -0.0778
C -3.474 0.400 0.481 -0.0396
C -3.012 -2.051 0.195 -0.0497
H -2.211 0.159 7.366 0.0725
H -3.047 0.119 5.807 0.0727
H -1.662 1.183 6.031 0.0867
H 0.015 -0.918 7.633 0.0749
H 0.647 0.189 6.414 0.0801
H 0.886 -1.557 6.236 0.0849
H -1.864 -2.375 7.220 0.0729
H -1.087 -3.067 5.787 0.0873
H -2.713 -2.399 5.671 0.0694
H 1.140 -0.286 4.291 0.0805
H -3.002 -1.187 3.894 0.0852
H -4.737 -0.444 2.716 0.0767
H -4.429 -2.185 2.544 0.0756
H -5.351 -1.320 1.317 0.0770
H -3.667 1.200 1.194 0.0901
H -4.319 0.329 -0.205 0.0833
H -2.587 0.656 -0.082 0.0453
H -2.917 -3.010 0.703 0.0842
H -2.095 -1.866 -0.355 0.0410
H -3.835 -2.112 -0.517 0.0774
O 4.871 -2.385 -0.193 0.0123
C 4.055 -1.723 -0.823 -0.6803
O 2.795 -1.747 -0.663 -0.3083
C 4.591 -0.821 -1.917 -0.2216
C 5.749 -0.057 -1.660 -0.0035
C 6.235 0.747 -2.651 -0.0097
C 5.618 0.726 -3.920 -0.1832
C 6.065 1.485 -5.018 -0.0860
C 5.409 1.427 -6.214 -0.1346
C 4.309 0.575 -6.381 -0.1083
C 3.870 -0.206 -5.350 -0.0927
C 4.494 -0.127 -4.090 -0.2537
N 3.985 -0.857 -3.075 0.1493
H 6.195 -0.123 -0.678 0.1110
H 7.089 1.397 -2.486 0.1085
H 6.923 2.131 -4.891 0.1020
H 5.722 2.057 -7.036 0.0924
H 3.796 0.551 -7.331 0.0966
H 3.028 -0.873 -5.458 0.0681
S 3.154 3.371 -4.339 -0.0867
As 1.528 2.474 -3.372 -0.4426
S 1.958 1.969 -1.213 -0.0511
S 1.023 0.433 -4.074 -0.0172
S -0.129 3.782 -3.555 -0.0690
O -4.822 2.238 -3.560 0.0508
C -3.644 1.727 -3.111 -0.3110
C -2.787 2.455 -2.302 -0.0617
C -1.595 1.876 -1.896 -0.2746
N -1.266 0.635 -2.227 -0.1550
C -2.102 -0.057 -2.968 -0.7583
Br -1.597 -1.844 -3.349 0.7275
C -3.304 0.412 -3.447 -0.0424
H -4.843 3.181 -3.349 0.1060
H -3.003 3.474 -2.033 0.1121
H -0.918 2.393 -1.232 0.0697
H -3.948 -0.195 -4.061 0.1037
```

Output
- Charge: -2
- E_LUMO: 3.91 eV
- HOMO-LUMO gap: 5.7 eV
- Highest occupied orbital energy: -0.0658 Eh

Entry 2:
Molecular formula: C29H30AsIrN5OS2Si2
Method: DFT, wB97M-V/def2-TZVPD

Geometry as XYZ:
```
71
Properties=species:S:1:pos:R:3:lowdin_charge:R:1
Ir -0.147 0.530 0.663 1.1282
S 4.161 0.596 -3.275 1.0562
C 5.673 0.514 -4.062 -0.3903
C 6.700 0.453 -3.173 -0.1616
C 6.251 0.477 -1.827 -0.1099
C 4.892 0.561 -1.712 -0.4803
C 4.094 0.600 -0.477 -0.1833
C 2.683 0.597 -0.538 -0.0988
N 1.920 0.599 0.539 -0.0901
C 2.517 0.557 1.770 -0.1696
C 3.906 0.581 1.940 -0.1321
C 4.408 0.497 3.267 -0.0032
C 3.547 0.327 4.317 0.0054
C 2.141 0.247 4.135 -0.1128
C 1.190 -0.188 5.162 0.0454
C -0.114 -0.176 4.891 -0.1190
C -0.665 0.403 3.599 -0.1972
N 0.307 0.277 2.528 -0.1020
C 1.646 0.399 2.858 -0.1819
C -1.220 -0.892 5.549 -0.5717
C -2.599 -0.323 5.663 -0.1776
C -3.316 -1.007 6.757 -0.1064
C -2.587 -1.939 7.368 -0.3628
S -0.941 -2.125 6.792 1.0281
C 4.686 0.629 0.772 0.0780
H 5.720 0.505 -5.138 0.0754
H 7.737 0.387 -3.464 0.1119
H 6.923 0.422 -0.982 0.1122
H 2.164 0.568 -1.487 0.0925
H 5.476 0.530 3.431 0.1217
H 3.946 0.217 5.318 0.1248
H 1.565 -0.628 6.079 0.1223
H -0.953 1.454 3.734 0.1698
H -2.808 0.716 5.436 0.1575
H -4.334 -0.766 7.024 0.1127
H -2.921 -2.583 8.169 0.0785
H 5.765 0.646 0.862 0.1308
C 1.768 3.890 -2.517 -0.2005
Si 1.156 4.145 -0.780 0.2765
C 2.489 3.988 0.505 -0.1949
C 0.266 5.764 -0.570 -0.2172
As -0.550 2.517 -0.398 0.8493
Si -2.629 2.510 -1.623 0.3046
C -4.067 2.185 -0.500 -0.2066
C -2.696 4.235 -2.326 -0.2248
C -2.381 1.234 -2.945 -0.2098
H 2.503 4.662 -2.758 0.0493
H 0.959 3.957 -3.244 0.0328
H 2.255 2.922 -2.633 -0.0058
H 3.109 4.888 0.432 0.0501
H 3.139 3.129 0.356 0.0093
H 2.079 3.951 1.515 0.0423
H 0.952 6.579 -0.815 0.0460
H -0.054 5.895 0.466 0.0408
H -0.609 5.857 -1.219 0.0129
H -3.991 2.734 0.438 0.0382
H -4.176 1.128 -0.278 0.0207
H -4.971 2.524 -1.017 0.0457
H -2.774 4.989 -1.541 0.0320
H -3.597 4.307 -2.944 0.0456
H -1.843 4.471 -2.963 0.0269
H -2.200 0.252 -2.510 0.0214
H -1.548 1.494 -3.602 0.0339
H -3.288 1.178 -3.553 0.0479
O -1.885 -0.331 -0.085 -0.3004
N -2.133 0.290 1.077 -0.2357
C -2.449 -0.611 2.166 -0.2106
C -3.490 -1.562 1.919 -0.1548
N -4.320 -2.321 1.683 0.1900
C -1.870 -0.470 3.357 -0.1541
N -2.242 -1.211 4.501 0.0984
```

Output
- Charge: +1
- E_LUMO (alpha / beta): -4.78 / -4.77 eV
- HOMO-LUMO gap (alpha / beta): 5.7 / 5.7 eV
- Highest occupied orbital energy (alpha / beta): -0.3865 / -0.3865 Eh

Entry 3:
Molecular formula: C29H30BeN8O6S2
Method: DFT, wB97M-V/def2-TZVPD

Geometry as XYZ:
```
76
Properties=species:S:1:pos:R:3:lowdin_charge:R:1
Be -0.231 -1.273 0.529 0.1106
C -2.887 -0.851 -2.568 -0.0518
C -3.999 -1.439 -1.978 -0.0511
C -3.907 -1.941 -0.694 0.0060
C -2.696 -1.857 -0.011 -0.1849
N -1.626 -1.296 -0.602 0.0763
C -1.720 -0.800 -1.833 -0.0836
C -2.435 -2.322 1.366 -0.1960
C -3.391 -2.962 2.151 -0.0400
C -3.050 -3.365 3.431 -0.0932
C -1.766 -3.128 3.908 -0.0908
C -0.825 -2.488 3.109 -0.0935
C -1.129 -2.065 1.814 -0.1084
H -2.924 -0.437 -3.565 0.1056
H -4.935 -1.497 -2.518 0.1106
H -4.765 -2.390 -0.216 0.1073
H -0.820 -0.347 -2.235 0.1127
H -4.392 -3.155 1.782 0.0986
H -3.779 -3.866 4.056 0.0980
H -1.502 -3.446 4.910 0.0986
H 0.169 -2.322 3.512 0.0976
N 4.741 -0.842 -5.645 0.1072
C 4.251 -1.032 -4.369 -0.3086
C 2.881 -1.214 -4.153 -0.0155
C 2.396 -1.422 -2.878 -0.0651
C 3.271 -1.463 -1.801 -0.2942
C 4.637 -1.314 -2.004 -0.0373
C 5.123 -1.102 -3.276 -0.0144
S 2.696 -1.561 -0.151 0.7561
O 2.565 -0.122 0.321 -0.1978
O 3.654 -2.231 0.663 -0.2402
N 1.200 -2.097 -0.184 -0.0828
C 1.022 -3.416 -0.616 -0.4199
N -0.240 -3.852 -0.625 0.1491
C -0.425 -5.111 -0.998 -0.1072
C 0.615 -5.940 -1.385 -0.0515
C 1.875 -5.372 -1.376 -0.1065
N 2.090 -4.119 -0.995 0.1339
H 4.090 -0.490 -6.327 0.0934
H 5.654 -0.427 -5.716 0.0939
H 2.199 -1.189 -4.994 0.1140
H 1.335 -1.570 -2.720 0.1022
H 5.313 -1.363 -1.160 0.1228
H 6.188 -0.983 -3.434 0.1153
H -1.452 -5.464 -0.992 0.1135
H 0.450 -6.965 -1.683 0.0987
H 2.749 -5.935 -1.686 0.1142
C -3.355 6.174 1.581 -0.1156
C -2.157 6.723 2.335 -0.3018
S -1.087 5.467 3.002 0.6334
O -0.053 6.125 3.758 -0.3070
O -1.905 4.465 3.648 -0.3223
C -0.342 4.711 1.574 -0.2191
C 0.670 3.652 2.026 -0.1315
N 0.639 2.464 1.191 0.0363
C -0.049 1.356 1.464 -0.2586
N 0.243 0.360 0.635 0.0981
C 1.308 0.788 -0.193 -0.1738
C 1.509 2.171 0.108 -0.1307
N 1.760 3.086 -0.878 -0.3746
O 2.302 2.690 -1.920 0.0129
O 1.441 4.276 -0.690 0.0013
C -0.994 1.246 2.605 0.0491
H -4.004 6.996 1.278 0.0782
H -3.925 5.491 2.209 0.0771
H -3.052 5.643 0.678 0.0724
H -2.447 7.295 3.219 0.1071
H -1.527 7.368 1.720 0.1053
H 0.131 5.480 0.968 0.1006
H -1.145 4.253 0.996 0.1087
H 0.471 3.349 3.055 0.1183
H 1.675 4.060 1.990 0.1409
H 1.277 0.527 -1.247 0.1292
H -0.425 1.132 3.531 0.1130
H -1.612 0.361 2.484 0.0749
H -1.614 2.136 2.707 0.0761
```

Output
- Charge: 0
- E_LUMO: 0.15 eV
- HOMO-LUMO gap: 7.9 eV
- Highest occupied orbital energy: -0.2833 Eh

These records have molecular weight values of 1042.5; 852.0; 659.8 u, in the order they appear.
These records have ΔE to the lowest compared entry with this formula, charge and spin values of 0.833; 2.624; 1.256 eV, in the order they appear.
These records have E values of -291840.618; -141152.936; -76837.010 eV, in the order they appear.